1.
Computed, not measured: a structure of composition C22H31BrCeCl2N3O3 at a distorted geometry, with wB97M-V/def2-TZVPD.

Values from the calculation:
**Molar mass**: 676.434 g/mol
**E_tot**: -141949.61603 eV
**Strongest force on any atom**: 0.091 hartree/bohr
**Energy relative to the best compared isomer or geometry (same formula, charge and spin)**: 0.0 kcal per mole
**2S+1**: 2
**Frontier orbital gap (alpha / beta)**: 0.2860 / 0.2862 hartree
**Charge**: 0

Last column: Mulliken charge in e.
Geometry (Å):
O  -1.337  -1.377  1.451  -0.573
H  0.902  -3.980  -1.799  0.246
N  1.510  -0.091  1.888  0.310
H  2.320  1.331  -2.940  0.311
C  2.217  -2.057  -0.711  0.329
H  -2.027  0.353  -4.512  0.339
C  -0.954  1.674  -3.143  -0.383
C  3.312  0.000  4.030  -0.061
H  1.959  -5.107  -0.882  0.317
H  -5.391  -2.416  1.926  0.304
H  4.522  -4.164  -0.611  0.340
Cl  -2.712  -0.837  -1.592  -0.564
H  2.121  5.765  -4.370  0.361
H  -2.938  -0.102  1.683  0.177
Br  2.978  -2.775  4.683  -0.213
C  -4.800  -1.671  2.468  -0.908
H  4.687  -2.411  -0.952  0.278
N  -3.385  -1.994  2.358  0.167
C  1.735  -1.194  2.624  -0.303
C  2.142  1.037  2.207  0.115
C  4.198  -3.342  -1.271  -0.896
H  2.351  -4.719  -2.570  0.342
Cl  -1.209  2.014  1.053  -0.555
H  3.533  2.086  3.468  0.422
H  -4.984  -0.680  2.042  0.290
H  -0.929  2.711  -2.835  0.490
C  -2.986  -3.339  2.776  -0.867
C  0.066  0.843  -2.730  1.219
H  0.705  3.355  -0.249  0.178
H  -0.026  -0.376  -4.599  0.451
H  -0.019  -1.328  -3.095  0.287
H  1.433  7.058  -2.340  0.374
H  4.519  -3.588  -2.298  0.321
C  1.056  5.294  -1.156  -0.836
C  1.472  3.164  -2.257  -0.287
C  -2.528  -1.124  1.831  0.445
H  -3.136  -3.451  3.856  0.320
H  -1.932  -3.497  2.520  0.201
H  2.167  3.259  -4.285  0.328
H  1.218  -2.109  2.381  0.559
O  1.987  1.238  -0.979  -0.687
C  1.442  5.971  -2.320  -0.380
C  2.645  -1.182  3.709  -0.437
H  2.918  -1.293  -0.382  0.283
C  1.564  1.614  -2.169  -0.008
C  1.855  3.848  -3.408  -0.082
H  1.467  -0.522  -3.702  0.335
H  4.017  0.013  4.859  0.429
C  0.378  -0.414  -3.564  -1.394
Ce  -0.492  0.002  -0.483  0.953
O  0.963  -1.868  -0.634  -0.580
H  -2.102  2.030  -5.006  0.399
H  -3.617  -4.085  2.283  0.320
H  -3.007  1.495  -3.612  0.315
H  1.923  1.917  1.596  0.127
N  2.749  -3.169  -1.217  0.252
H  -5.103  -1.678  3.519  0.340
C  1.936  -4.303  -1.639  -0.942
H  0.751  5.838  -0.253  0.382
C  3.053  1.128  3.270  -0.930
C  1.045  3.891  -1.135  0.215
C  -2.053  1.371  -4.122  -1.583
C  1.830  5.246  -3.450  -0.699

Cartesian forces (eV/Å) of the 2 atoms listed first:
-2.1950 0.1568 1.1147
0.3113 -0.0665 0.0720



2.
Computed, not measured: a cluster of 2 separate species, C5H9NO in total, with wB97M-V/def2-TZVPD.

Values from the calculation:
**Molar mass**: 99.133 g/mol
**E_tot**: -8865.11841 eV
**Strongest force on any atom**: 0.016 hartree/bohr
**Energy relative to the best compared isomer or geometry (same formula, charge and spin)**: 94.4 kcal per mole
**Frontier orbital gap**: 0.3507 hartree
**Charge**: 0

Last column: Mulliken charge in e.
Geometry (Å):
H  -0.619  0.192  -0.498  -0.101
O  -2.414  -0.402  1.136  -0.318
H  0.398  0.642  1.724  0.334
H  1.774  -0.406  1.343  0.401
H  -2.224  -1.277  -0.543  0.164
C  0.738  -1.235  -1.108  0.154
H  0.154  -1.104  1.531  0.331
N  0.936  -2.207  -1.700  -0.482
C  0.452  -0.014  -0.340  1.354
H  0.885  1.348  -1.965  0.354
C  0.709  -0.240  1.153  -1.363
H  -2.563  0.469  1.538  0.372
C  1.152  1.219  -0.912  -1.516
C  -2.426  -0.244  -0.171  -0.419
H  0.806  2.100  -0.361  0.365
H  2.240  1.159  -0.827  0.371

Cartesian forces (eV/Å) of the 2 atoms listed first:
0.1953 -0.0444 -0.0019
-0.1613 0.2656 -0.1924



3.
Computed, not measured: the molecule C2H3F2OP at a distorted geometry, with wB97M-V/def2-TZVPD.

Values from the calculation:
**Molar mass**: 112.015 g/mol
**E_tot**: -18892.96259 eV
**Strongest force on any atom**: 0.052 hartree/bohr
**Energy relative to the best compared isomer or geometry (same formula, charge and spin)**: 68.0 kcal per mole
**SMILES**: CC(F)(F)P=O
**Frontier orbital gap**: 0.3085 hartree
**Charge**: 0

Last column: Mulliken charge in e.
Geometry (Å):
H  1.158  1.249  -0.410  0.385
H  1.525  -0.486  -1.034  0.312
O  -2.815  0.847  0.066  -0.378
P  -1.564  0.837  -0.653  0.295
H  1.730  -0.072  0.717  0.299
C  1.129  0.157  -0.206  -1.107
C  -0.303  -0.390  0.236  0.745
F  -0.391  -1.645  -0.278  -0.288
F  -0.470  -0.499  1.563  -0.263

Cartesian forces (eV/Å) of the 2 atoms listed first:
-0.0336 -0.7909 0.0029
-0.4971 0.8930 0.5784



4.
Computed, not measured: the molecule C4H6N2O at a distorted geometry, with wB97M-V/def2-TZVPD.

Values from the calculation:
**Molar mass**: 98.105 g/mol
**E_tot**: -9269.27464 eV
**Strongest force on any atom**: 0.147 hartree/bohr
**Energy relative to the best compared isomer or geometry (same formula, charge and spin)**: 97.5 kcal per mole
**SMILES**: O[C@@H]1[C@H]2N=CN[C@@H]12
**Frontier orbital gap**: 0.3657 hartree
**Charge**: 0

Last column: Mulliken charge in e.
Geometry (Å):
C  0.946  -1.346  0.800  -0.076
H  -1.825  0.451  0.488  0.329
O  -0.844  1.967  -0.807  -0.487
C  0.107  1.096  -0.179  -0.186
C  -0.736  0.038  0.261  -0.089
H  0.827  1.495  0.519  0.311
H  -0.468  2.295  -1.539  0.283
H  1.746  -1.745  1.362  0.400
H  -0.390  -0.321  -2.049  0.281
H  -0.137  -0.682  2.267  0.289
N  1.092  -1.058  -0.406  -0.507
N  -0.353  -1.051  1.251  -0.465
C  -0.013  -0.200  -0.967  -0.084

Cartesian forces (eV/Å) of the 2 atoms listed first:
-2.1356 0.4433 -1.6198
2.1456 -1.5126 -0.9963



Question: Which value of strongest force on any atom does entry 3 give?
Answer: 0.052 hartree/bohr